Record 1
{"formula": "C24H66F3FeN10O9P3S", "method": "the ωB97M-V functional and the def2-TZVPD basis", "species": ["Fe", "C", "O", "O", "C", "F", "F", "F", "C", "C", "H", "H", "H", "H", "H", "H", "N", "O", "O", "O", "O", "P", "N", "C", "C", "N", "C", "C", "N", "C", "C", "H", "H", "H", "H", "H", "H", "H", "H", "H", "H", "H", "H", "H", "H", "H", "H", "H", "H", "O", "P", "N", "C", "C", "N", "C", "C", "N", "C", "C", "H", "H", "H", "H", "H", "H", "H", "H", "H", "H", "H", "H", "H", "H", "H", "H", "H", "H", "O", "P", "N", "C", "C", "N", "C", "C", "N", "C", "C", "H", "H", "H", "H", "H", "H", "H", "H", "H", "H", "H", "H", "H", "H", "H", "H", "H", "H", "C", "S", "O", "C", "H", "H", "H", "H", "H", "H"], "positions_angstrom": [[0.53650, -0.44180, 0.80745], [-0.37389, -1.18159, 3.79560], [0.63903, -2.15641, 3.56742], [-0.56724, -0.62228, 2.48472], [-1.59029, -1.64256, 4.60758], [-2.03052, -2.86607, 4.37025], [-1.31372, -1.58520, 5.93120], [-2.59545, -0.85481, 4.35269], [1.37465, -2.68270, 4.66446], [2.50911, -3.57663, 4.19602], [2.22560, -4.43177, 3.58245], [3.13959, -3.03765, 3.48885], [3.17846, -3.91450, 4.98716], [0.68885, -3.30713, 5.23706], [1.79821, -1.94614, 5.34723], [0.12293, -0.39082, 4.35770], [2.93776, -0.58629, 1.86022], [2.31278, -1.51147, 1.36315], [2.26634, 0.41175, 1.74598], [4.00661, -0.55349, 2.32653], [-1.17836, -0.45096, -0.41506], [-2.45642, -0.78737, -1.14493], [-3.38264, -2.09491, -0.45766], [-3.72291, -2.04241, 1.01238], [-3.77003, -3.28676, -1.16103], [-2.17823, -1.21563, -2.76561], [-1.07961, -2.16198, -2.95618], [-3.08452, -0.90878, -3.86350], [-3.60349, 0.52035, -1.22203], [-3.11903, 1.84958, -1.54920], [-5.06828, 0.37492, -1.41291], [-4.72001, -2.43913, 1.20348], [-3.75985, -1.02310, 1.39673], [-2.95117, -2.61293, 1.52912], [-4.78191, -3.53653, -0.84195], [-3.15201, -4.12404, -0.83682], [-3.80208, -3.20295, -2.24733], [-0.67367, -2.03786, -3.96012], [-0.27736, -1.87086, -2.27813], [-1.55024, -3.13317, -2.80325], [-4.05824, -1.39774, -3.83388], [-3.20355, 0.17437, -3.83647], [-2.56114, -0.97718, -4.81717], [-2.06921, 1.99014, -1.80655], [-3.62433, 2.18025, -2.45662], [-3.49234, 2.53889, -0.79185], [-5.42166, -0.23868, -0.58422], [-5.26887, -0.03632, -2.40223], [-5.55100, 1.35048, -1.47091], [0.00248, 1.58473, 0.66077], [-0.34789, 2.91386, 1.23897], [-0.57373, 4.12128, 0.08040], [-0.90944, 5.52532, 0.35676], [-0.11843, 3.96748, -1.28299], [0.84005, 3.62101, 2.25383], [0.94633, 3.30254, 3.68185], [2.02114, 4.26753, 1.75041], [-1.84716, 2.96482, 2.10952], [-2.29902, 4.04338, 2.96631], [-2.89005, 1.90212, 2.01725], [-1.90927, 5.71200, -0.03515], [-0.24752, 6.22894, -0.14811], [-0.77986, 5.78246, 1.40804], [-0.65489, 4.48250, -2.07990], [-0.00285, 2.92532, -1.58074], [0.83000, 4.48751, -1.41770], [0.86295, 2.22410, 3.81645], [1.92908, 3.48500, 4.11662], [0.05817, 3.58046, 4.24933], [1.94082, 4.69482, 0.75087], [2.29259, 5.18151, 2.27867], [2.85643, 3.56897, 1.79958], [-1.45542, 4.50873, 3.47608], [-2.64196, 4.84205, 2.30856], [-3.05793, 3.68222, 3.66036], [-2.71429, 1.03695, 1.37795], [-3.79191, 2.36266, 1.61396], [-3.00871, 1.56963, 3.04850], [1.57913, -0.13610, -0.81587], [2.45765, -0.04537, -2.01761], [3.75572, 1.17429, -1.91477], [4.76160, 1.29204, -2.98749], [3.38525, 2.41388, -1.35620], [1.62093, 0.29721, -3.46246], [2.30971, 0.20007, -4.75824], [0.38618, 1.08908, -3.46390], [3.31609, -1.50759, -2.29013], [4.29248, -1.95004, -1.24290], [2.66993, -2.61368, -2.97054], [4.40162, 1.77435, -3.89628], [5.30782, 0.35889, -3.12528], [5.44823, 2.04322, -2.59715], [3.08377, 2.14896, -0.34277], [2.64153, 2.98318, -1.91376], [4.25031, 3.07671, -1.33541], [1.69443, -0.43906, -5.39152], [2.30361, 1.19750, -5.19780], [3.35573, -0.06890, -4.61129], [-0.03365, 0.90147, -2.47565], [0.55129, 2.14668, -3.66963], [-0.40396, 0.77314, -4.14505], [4.96042, -2.71104, -1.64643], [4.93420, -1.12344, -0.93789], [3.84999, -2.23104, -0.28721], [2.17294, -2.33728, -3.90044], [2.03107, -3.13510, -2.25774], [3.45643, -3.28113, -3.32270], [-0.67276, -4.76079, 1.50628], [-0.04914, -3.90487, 0.05654], [0.08656, -2.45006, 0.48902], [1.63750, -4.71675, 0.00813], [-0.11339, -4.66667, 2.43706], [-0.78660, -5.79246, 1.17342], [-1.67606, -4.36464, 1.66293], [2.09059, -4.54638, 0.98474], [2.38280, -4.38016, -0.71252], [1.52697, -5.79967, -0.04811]], "total_charge": 1, "e_tot_ev": -140522.4752, "largest_force_ev_per_a": 6.34, "lumo_ev": [-1.6, -2.9], "orbital_gap_ev": [9.028, 7.716], "spin_multiplicity": 6}

***

Record 2
{"formula": "C24H66F6MgNO15S2", "method": "the ωB97M-V functional and the def2-TZVPD basis", "species": ["Mg", "C", "F", "F", "F", "S", "O", "O", "N", "S", "O", "O", "C", "F", "F", "F", "C", "C", "O", "H", "H", "H", "H", "H", "H", "C", "C", "O", "H", "H", "H", "H", "H", "H", "C", "C", "O", "H", "H", "H", "H", "H", "H", "C", "C", "O", "H", "H", "H", "H", "H", "H", "C", "C", "O", "H", "H", "H", "H", "H", "H", "C", "C", "O", "H", "H", "H", "H", "H", "H", "C", "C", "O", "H", "H", "H", "H", "H", "H", "C", "C", "O", "H", "H", "H", "H", "H", "H", "C", "C", "O", "H", "H", "H", "H", "H", "H", "C", "C", "O", "H", "H", "H", "H", "H", "H", "C", "C", "O", "H", "H", "H", "H", "H", "H"], "positions_angstrom": [[-3.38028, 1.69894, -1.28551], [0.21835, 2.83819, -0.88994], [-0.27300, 4.03377, -1.12603], [0.25435, 2.14617, -2.02416], [1.47733, 2.98615, -0.52656], [-0.71981, 1.95057, 0.49464], [0.19854, 1.22124, 1.29705], [-1.47971, 2.97381, 1.14918], [-1.86381, 0.98483, -0.44174], [-1.06336, -0.39866, -0.75834], [-1.68507, -1.00772, -1.91641], [0.36960, -0.48470, -0.78006], [-1.66977, -1.52363, 0.65391], [-2.99544, -1.50243, 0.70166], [-1.15614, -2.70854, 0.50020], [-1.20549, -0.99573, 1.78576], [0.83231, 7.10213, -1.89222], [-0.23502, 7.84210, -2.69360], [0.29814, 8.20092, -3.97866], [0.90199, 6.07768, -2.25454], [0.45624, 6.99921, -0.86512], [1.77462, 7.63688, -1.81949], [-0.51279, 8.76175, -2.16996], [-1.10906, 7.24843, -2.95176], [1.09187, 8.72771, -3.84687], [-1.41657, -3.01396, 4.32472], [-1.26706, -4.46308, 3.90936], [-2.33885, -5.24238, 4.44041], [-0.98448, -2.42118, 3.51277], [-0.85665, -2.79541, 5.22930], [-2.41107, -2.56636, 4.30309], [-0.29098, -4.87468, 4.18392], [-1.26848, -4.62623, 2.82420], [-2.26905, -6.14851, 4.12429], [-0.26165, 1.01546, 4.64523], [1.10942, 1.59607, 4.98900], [1.54242, 1.00017, 6.22181], [-0.82374, 1.69323, 3.99491], [-0.87270, 0.78873, 5.51826], [-0.16305, 0.03363, 4.17393], [1.08988, 2.67352, 5.13537], [1.87046, 1.35687, 4.24108], [1.70293, 0.06176, 6.09550], [-3.45740, -3.38598, -6.40922], [-2.36081, -3.16332, -5.36738], [-2.98893, -2.69447, -4.16920], [-4.04494, -2.47187, -6.49921], [-4.10203, -4.21951, -6.14354], [-2.96964, -3.57920, -7.36573], [-1.62368, -2.46569, -5.76195], [-1.95345, -4.14874, -5.13193], [-2.40840, -2.13114, -3.65402], [-5.04345, -4.20065, 1.95462], [-6.31912, -5.00751, 1.62933], [-5.99691, -6.16594, 0.88745], [-4.56996, -4.77061, 2.75645], [-5.28838, -3.24006, 2.42063], [-4.38415, -3.99459, 1.11624], [-6.99556, -4.33591, 1.08448], [-6.86897, -5.29394, 2.52143], [-5.71584, -5.90576, 0.00635], [-0.21296, 5.71581, 2.74068], [1.11216, 4.94909, 2.82746], [2.10177, 5.39408, 1.93526], [-0.29419, 6.24584, 1.78811], [-0.16343, 6.55947, 3.44133], [-1.13617, 5.20095, 2.99479], [0.94546, 3.90622, 2.53696], [1.49982, 4.93199, 3.85042], [2.42629, 6.26587, 2.18559], [0.28097, 0.58258, -4.91800], [1.72675, 1.08011, -4.94024], [2.68539, 0.19418, -5.47432], [-0.07630, 0.27409, -5.89885], [-0.33083, 1.40680, -4.53669], [0.12630, -0.21081, -4.18156], [1.99861, 1.32478, -3.90241], [1.85075, 1.99647, -5.51903], [2.55745, -0.69272, -5.12050], [4.10265, 5.21131, -0.90470], [4.43193, 4.33529, -2.08666], [5.18887, 5.08814, -3.05385], [5.08226, 5.45258, -0.47980], [3.53588, 4.72868, -0.10835], [3.58023, 6.13371, -1.14620], [3.50389, 4.08162, -2.61937], [4.95260, 3.40229, -1.86871], [5.75097, 4.46898, -3.52554], [1.63541, -4.18101, 1.62094], [2.13892, -2.89764, 0.97336], [3.37575, -2.52745, 1.51803], [0.63148, -4.44585, 1.28444], [1.58285, -4.03989, 2.70136], [2.28300, -5.04201, 1.44832], [1.41222, -2.12517, 1.28947], [2.16576, -2.86917, -0.12306], [3.81158, -1.83461, 1.00639], [-2.24349, -5.47656, -0.31561], [-2.06808, -6.97614, -0.43315], [-1.01617, -7.34857, 0.48796], [-2.42296, -5.28190, 0.74538], [-3.14630, -5.05965, -0.77990], [-1.37727, -4.92024, -0.67064], [-1.69900, -7.24683, -1.42437], [-2.97458, -7.47038, -0.09068], [-0.17597, -7.23264, 0.03682], [3.96667, 1.01475, 1.63937], [3.97430, 0.48121, 0.20339], [5.02113, -0.49912, 0.10422], [4.99015, 1.26776, 1.91923], [3.70874, 0.25222, 2.37852], [3.29678, 1.87103, 1.70848], [4.16602, 1.36312, -0.41639], [3.01027, 0.05077, -0.08832], [5.20193, -0.55526, -0.84271]], "e_above_lowest_kcal_mol": 0.0, "total_charge": 1, "e_tot_ev": -101566.3329, "largest_force_ev_per_a": 5.44, "lumo_ev": -8.8, "orbital_gap_ev": 2.724}